The following is a quantum chemistry calculation of a 10-piece molecular cluster, C9H38O16S3 overall in a non-equilibrium geometry, from the OMol25 dataset.

The geometry in XYZ format:
```
66
Properties=species:S:1:pos:R:3:forces:R:3
C 2.784 0.122 0.878 0.7 0.8 0.1
C 1.706 0.803 0.074 0.5 1.2 1.1
O 0.820 -0.187 -0.428 -2.0 -0.8 -0.8
S -0.785 0.024 -0.243 0.7 2.0 -0.4
C -1.070 1.547 -1.160 0.0 -0.8 -0.2
O -1.487 -1.069 -0.870 1.0 0.4 0.6
O -1.034 0.416 1.119 0.0 -1.0 -0.2
H 2.408 -0.485 1.699 -0.1 0.0 0.0
H 3.367 0.957 1.280 0.0 -0.1 0.4
H 3.536 -0.430 0.313 -0.5 -0.3 -0.4
H 1.191 1.547 0.689 -0.4 -0.6 0.4
H 2.099 1.499 -0.674 0.1 -0.8 -0.8
H -2.136 1.490 -1.381 -0.1 0.5 0.3
H -0.571 1.600 -2.125 0.2 -0.4 0.1
H -0.750 2.349 -0.500 -0.3 0.1 -0.1
C -4.685 -2.639 -1.019 0.4 -0.5 -1.1
C -4.206 -3.711 -0.066 0.8 1.7 0.1
O -5.263 -4.604 0.132 -1.0 -1.9 1.4
S -5.173 -5.686 1.391 0.4 0.6 -0.8
C -4.125 -6.946 0.560 -0.4 0.3 0.4
O -4.457 -5.044 2.469 -0.4 -0.7 -0.9
O -6.502 -6.195 1.602 1.1 0.4 -0.4
H -5.607 -2.150 -0.716 0.2 0.1 0.2
H -4.837 -3.098 -2.000 -0.4 0.0 0.0
H -3.855 -1.955 -1.200 -0.2 0.3 0.3
H -3.313 -4.172 -0.497 -0.1 -0.4 0.1
H -3.903 -3.199 0.850 -0.1 -0.4 0.3
H -3.520 -6.437 -0.187 0.0 0.1 0.2
H -4.756 -7.677 0.060 -0.2 0.2 0.1
H -3.490 -7.450 1.286 -0.1 0.2 0.1
C -1.336 5.471 0.436 0.2 0.4 0.1
C -0.287 6.554 0.732 -0.5 -1.1 0.1
O 0.753 6.537 -0.255 1.1 -0.9 -1.0
S 1.915 5.376 -0.210 -0.3 0.9 0.1
C 3.195 6.383 0.575 0.3 -1.1 -0.6
O 1.511 4.379 0.765 0.3 0.4 -1.1
O 2.271 5.031 -1.579 -0.7 0.5 2.1
H -0.966 4.465 0.621 0.1 0.1 0.0
H -1.613 5.574 -0.613 -0.2 -0.1 0.0
H -2.217 5.615 1.062 0.0 0.1 0.0
H -0.766 7.525 0.631 0.3 0.1 0.1
H 0.176 6.411 1.709 -0.2 0.2 0.1
H 3.874 5.686 1.066 -0.2 -0.1 0.1
H 2.714 7.030 1.302 0.1 0.1 -0.2
H 3.783 6.860 -0.206 -0.4 0.4 0.1
O 0.226 -2.289 -2.816 0.0 0.0 -0.2
H 0.108 -3.183 -2.487 0.0 0.0 0.1
H -0.278 -1.735 -2.204 -0.1 -0.2 -0.1
O 5.127 -2.810 -1.826 0.2 0.0 0.0
H 5.010 -3.167 -0.944 0.0 -0.1 0.0
H 4.401 -2.174 -1.932 -0.1 -0.1 0.1
O 0.307 -1.080 3.588 0.1 0.0 0.1
H -0.353 -0.559 4.053 -0.1 0.0 0.0
H 0.160 -0.876 2.660 -0.1 0.0 -0.1
O 4.110 -0.623 3.743 0.1 0.0 0.0
H 4.875 -0.571 3.164 0.1 0.0 0.0
H 3.899 0.291 3.950 -0.1 0.0 0.0
O 3.224 -3.301 1.802 0.0 0.0 -0.1
H 3.185 -4.150 1.353 0.0 -0.1 0.0
H 4.018 -2.882 1.461 0.0 0.1 0.0
O -0.199 1.223 -4.403 0.0 0.1 0.2
H -0.849 1.379 -5.094 0.0 -0.1 -0.1
H 0.115 2.100 -4.164 0.1 0.1 -0.2
O 2.862 -1.279 -2.260 0.3 0.4 -0.1
H 2.088 -0.831 -1.902 0.0 -0.3 0.0
H 2.571 -1.603 -3.117 -0.2 -0.1 0.0
```
Forces are in eV/Å.

Values from the calculation:
* max |F|: 2.58 eV Å⁻¹
* frontier orbital gap: 0.395 hartree
* electronic energy: -75212.9405 eV
* highest occupied orbital energy: -10.66 eV
* LUMO energy: 0.1 eV